Formula: C27H25N2O4PTl
Source: the Open Molecules 2025 dataset
Level of theory: ωB97M-V/def2-TZVPD

Computed properties:
* gap between HOMO and LUMO: 6.039 eV
* maximum force: 0.066 Eh/bohr
* total energy: -1968.294046 Eh
* 2S+1: 1
* net charge: -1

CARTESIAN COORDINATES (ANGSTROEM)
Tl (-1.42, -2.36, -1.20)
C (3.08, -1.60, -2.29)
C (3.84, -0.55, -1.52)
C (5.26, -0.44, -1.60)
C (5.99, 0.44, -0.77)
C (5.29, 1.22, 0.19)
C (3.92, 1.13, 0.30)
C (3.18, 0.21, -0.52)
P (1.35, -0.14, -0.27)
C (0.90, 1.36, 0.75)
C (1.21, 1.49, 2.11)
C (0.88, 2.66, 2.74)
C (0.22, 3.69, 2.11)
C (-0.18, 3.57, 0.76)
C (0.21, 2.47, 0.06)
C (0.13, 2.37, -1.46)
C (1.41, -1.49, 0.95)
C (2.64, -2.11, 1.23)
C (2.75, -3.19, 2.09)
C (1.62, -3.73, 2.64)
C (0.41, -3.12, 2.35)
C (0.19, -2.04, 1.49)
C (-1.03, -1.42, 1.10)
H (3.70, -1.97, -3.19)
H (2.11, -1.32, -2.60)
H (2.94, -2.45, -1.69)
H (5.69, -1.08, -2.33)
H (7.07, 0.41, -0.89)
H (5.79, 2.00, 0.79)
H (3.33, 1.70, 1.00)
H (1.71, 0.60, 2.63)
H (1.17, 2.82, 3.72)
H (-0.07, 4.58, 2.68)
H (-0.71, 4.37, 0.30)
H (-0.42, 3.19, -1.88)
H (-0.23, 1.48, -1.83)
H (1.15, 2.42, -1.96)
H (3.60, -1.65, 0.89)
H (3.75, -3.53, 2.31)
H (1.69, -4.63, 3.19)
H (-0.47, -3.50, 2.87)
H (-0.99, -0.37, 0.87)
H (-1.93, -1.77, 1.64)
C (-5.08, -1.84, 1.23)
C (-4.92, -0.96, 0.00)
N (-3.73, -0.82, -0.61)
C (-3.89, 0.17, -1.58)
C (-5.15, 0.63, -1.57)
N (-5.79, -0.06, -0.51)
C (-5.96, 1.55, -2.39)
O (-5.37, 2.19, -3.31)
O (-7.18, 1.57, -2.15)
C (-2.68, 0.58, -2.39)
O (-2.89, 1.54, -3.21)
O (-1.62, -0.02, -2.18)
H (-5.96, -2.51, 1.02)
H (-5.20, -1.25, 2.14)
H (-4.20, -2.40, 1.44)
H (-6.78, 0.03, -0.37)
H (-4.33, 1.93, -3.29)


Formula: C27H25N3NaO2S
Source: the Open Molecules 2025 dataset
Level of theory: ωB97M-V/def2-TZVPD

Computed properties:
* gap between HOMO and LUMO (alpha / beta): 3.904 / 4.972 eV
* maximum force: 0.009 Eh/bohr
* total energy: -1919.026595 Eh
* 2S+1: 2
* net charge: -2

CARTESIAN COORDINATES (ANGSTROEM)
Na (-1.02, 0.69, 0.40)
C (-5.59, 3.59, 0.22)
C (-4.21, 3.66, 0.02)
C (-3.45, 2.51, -0.10)
C (-4.03, 1.23, 0.00)
C (-5.44, 1.17, 0.21)
C (-6.18, 2.33, 0.32)
N (-3.22, 0.12, -0.10)
N (-3.88, -1.01, -0.03)
C (-3.16, -2.19, -0.22)
C (-3.91, -3.07, -1.05)
C (-3.44, -4.26, -1.55)
C (-2.14, -4.65, -1.20)
C (-1.44, -3.86, -0.32)
C (-1.90, -2.65, 0.24)
H (-6.18, 4.49, 0.31)
H (-3.71, 4.62, -0.06)
H (-2.38, 2.62, -0.27)
H (-5.90, 0.20, 0.30)
H (-7.25, 2.25, 0.48)
H (-4.90, -2.71, -1.32)
H (-4.06, -4.86, -2.20)
H (-1.71, -5.56, -1.59)
H (-0.46, -4.20, -0.01)
O (0.52, -0.91, -0.03)
N (0.39, -2.02, 0.81)
C (1.55, -2.58, 1.21)
C (1.58, -3.59, 2.11)
C (0.32, -4.00, 2.68)
C (-0.83, -3.38, 2.35)
C (-0.96, -2.19, 1.42)
S (-1.46, -0.84, 2.52)
H (2.43, -2.17, 0.73)
H (2.53, -4.04, 2.39)
H (0.28, -4.80, 3.41)
H (-1.77, -3.67, 2.80)
C (6.69, 0.81, -0.54)
C (5.29, 1.35, -0.51)
C (4.91, 2.31, -1.51)
C (3.63, 2.77, -1.57)
C (3.28, 3.73, -2.68)
C (2.64, 2.34, -0.63)
C (1.29, 2.71, -0.84)
O (0.29, 2.34, -0.19)
C (3.03, 1.46, 0.48)
C (2.26, 1.09, 1.54)
C (4.39, 0.96, 0.42)
H (7.43, 1.62, -0.58)
H (6.86, 0.18, -1.42)
H (6.91, 0.21, 0.35)
H (5.65, 2.64, -2.24)
H (4.19, 3.98, -3.25)
H (2.85, 4.66, -2.31)
H (2.56, 3.30, -3.38)
H (1.10, 3.35, -1.71)
H (1.28, 1.49, 1.74)
H (2.69, 0.43, 2.29)
H (1.09, -0.26, 0.46)
H (4.69, 0.24, 1.18)


Formula: C27H25N3NaO4
Source: the Open Molecules 2025 dataset
Level of theory: ωB97M-V/def2-TZVPD

Computed properties:
* gap between HOMO and LUMO: 5.472 eV
* maximum force: 0.013 Eh/bohr
* total energy: -1671.466085 Eh
* 2S+1: 1
* net charge: -1

CARTESIAN COORDINATES (ANGSTROEM)
Na (-0.59, 0.49, -0.07)
C (-2.66, -1.60, 3.07)
C (-2.11, -1.04, 4.21)
C (-0.85, -0.45, 4.13)
C (-0.19, -0.45, 2.91)
N (-0.73, -0.98, 1.81)
C (-1.93, -1.54, 1.89)
C (1.14, 0.20, 2.74)
C (2.01, 0.36, 3.81)
C (3.23, 0.99, 3.61)
C (3.54, 1.44, 2.34)
C (2.62, 1.21, 1.32)
N (1.46, 0.60, 1.51)
H (-3.64, -2.05, 3.08)
H (-2.65, -1.04, 5.14)
H (-0.42, 0.03, 5.00)
H (-2.31, -1.92, 0.95)
H (1.75, -0.02, 4.79)
H (3.92, 1.12, 4.43)
H (4.47, 1.94, 2.13)
H (2.83, 1.54, 0.31)
C (1.03, 1.51, -2.60)
N (1.14, 0.10, -2.24)
C (2.53, -0.32, -2.27)
C (0.35, -0.73, -3.14)
C (-1.15, -0.52, -3.05)
C (-1.81, -0.12, -4.22)
C (-3.19, 0.05, -4.23)
C (-3.89, -0.16, -3.06)
C (-3.20, -0.53, -1.90)
C (-1.81, -0.74, -1.83)
H (1.40, 1.69, -3.63)
H (1.62, 2.12, -1.92)
H (-0.01, 1.83, -2.54)
H (2.98, -0.21, -3.27)
H (2.60, -1.37, -1.97)
H (3.12, 0.28, -1.57)
H (0.57, -1.77, -2.88)
H (0.69, -0.57, -4.18)
H (-1.23, 0.05, -5.13)
H (-3.70, 0.36, -5.14)
H (-4.96, -0.02, -3.03)
H (-3.81, -0.66, -1.00)
O (-1.19, 2.95, -0.66)
C (-1.26, 3.01, 0.59)
O (-1.23, 2.03, 1.38)
C (-1.36, 4.40, 1.21)
C (-1.29, 4.55, 2.59)
C (-1.36, 5.81, 3.19)
C (-1.52, 6.89, 2.35)
O (-1.62, 8.22, 2.68)
C (-1.87, 8.90, 1.45)
O (-1.75, 7.98, 0.39)
C (-1.60, 6.73, 0.98)
C (-1.52, 5.51, 0.38)
H (-1.17, 3.66, 3.19)
H (-1.30, 5.94, 4.26)
H (-1.13, 9.70, 1.33)
H (-2.88, 9.32, 1.47)
H (-1.56, 5.36, -0.69)


Formula: C27H25NO8P2PdSSe
Source: the Open Molecules 2025 dataset
Level of theory: ωB97M-V/def2-TZVPD

Computed properties:
* gap between HOMO and LUMO (alpha / beta): 8.475 / 6.700 eV
* maximum force: 0.021 Eh/bohr
* total energy: -5310.888897 Eh
* 2S+1: 5
* net charge: 0

CARTESIAN COORDINATES (ANGSTROEM)
Pd (0.05, 0.32, -0.65)
O (-3.01, -1.61, -2.68)
P (-1.96, -0.59, -2.07)
O (-0.57, -0.83, -2.59)
O (-1.99, -0.56, -0.55)
O (-2.55, 0.83, -2.58)
P (-1.81, 2.25, -2.24)
O (-0.48, 2.16, -3.15)
O (-2.69, 3.36, -2.61)
O (-1.27, 2.11, -0.81)
H (-3.91, -1.31, -2.59)
H (-0.69, 2.23, -4.09)
Se (1.52, 2.66, -0.74)
C (2.70, 2.71, -2.18)
C (3.49, 3.85, -2.34)
C (4.38, 3.93, -3.39)
C (4.49, 2.87, -4.28)
C (3.71, 1.73, -4.13)
C (2.81, 1.64, -3.08)
H (3.40, 4.67, -1.64)
H (4.99, 4.82, -3.52)
H (5.19, 2.93, -5.11)
H (3.79, 0.91, -4.83)
H (2.17, 0.77, -2.97)
N (6.45, -3.45, 0.19)
C (5.53, -2.79, 0.02)
C (4.38, -1.95, -0.19)
C (3.49, -2.24, -1.21)
C (2.38, -1.43, -1.41)
C (2.15, -0.36, -0.56)
C (3.05, -0.04, 0.44)
C (4.17, -0.84, 0.64)
H (3.67, -3.09, -1.86)
H (1.68, -1.66, -2.22)
H (2.88, 0.80, 1.10)
H (4.87, -0.62, 1.43)
O (0.36, 0.97, 1.51)
S (-0.15, 0.95, 2.93)
C (-1.78, 1.78, 2.89)
C (-3.04, 0.97, 2.85)
C (-3.64, 0.66, 1.64)
C (-4.82, -0.07, 1.61)
C (-5.41, -0.50, 2.79)
C (-4.82, -0.19, 4.01)
C (-3.64, 0.55, 4.04)
C (-0.50, -0.77, 3.41)
C (-0.78, -1.74, 2.30)
C (0.26, -2.16, 1.48)
C (0.03, -3.12, 0.50)
C (-1.23, -3.67, 0.34)
C (-2.27, -3.26, 1.17)
C (-2.05, -2.30, 2.15)
H (-1.67, 2.37, 1.97)
H (-1.76, 2.45, 3.75)
H (-3.17, 0.99, 0.72)
H (-5.28, -0.30, 0.66)
H (-6.33, -1.06, 2.76)
H (-5.28, -0.51, 4.93)
H (-3.20, 0.81, 4.99)
H (-1.32, -0.71, 4.13)
H (0.41, -1.05, 3.95)
H (1.26, -1.77, 1.63)
H (0.85, -3.43, -0.14)
H (-1.41, -4.41, -0.42)
H (-3.26, -3.69, 1.06)
H (-2.86, -1.98, 2.79)


Formula: C27H26Cl2F2GdN5S2
Source: the Open Molecules 2025 dataset
Level of theory: ωB97M-V/def2-TZVPD

Computed properties:
* gap between HOMO and LUMO (alpha / beta): 7.610 / 5.178 eV
* maximum force: 0.066 Eh/bohr
* total energy: -4000.011046 Eh
* 2S+1: 8
* net charge: +2

CARTESIAN COORDINATES (ANGSTROEM)
Gd (0.01, -0.69, -0.13)
C (3.14, -1.05, 1.77)
C (3.41, -0.28, 0.50)
C (4.71, -0.19, 0.01)
C (4.94, 0.48, -1.17)
C (3.87, 1.11, -1.80)
C (2.62, 1.03, -1.24)
N (2.38, 0.32, -0.11)
C (1.46, 1.75, -1.82)
C (1.64, 2.82, -2.69)
C (0.53, 3.47, -3.19)
C (-0.73, 3.07, -2.78)
C (-0.84, 2.04, -1.86)
N (0.24, 1.38, -1.43)
C (-2.16, 1.64, -1.28)
C (-3.32, 2.33, -1.60)
C (-4.52, 1.93, -1.03)
C (-4.52, 0.84, -0.18)
C (-3.33, 0.18, 0.08)
C (-3.32, -1.04, 0.96)
N (-2.16, 0.58, -0.44)
H (3.82, -0.71, 2.56)
H (3.33, -2.11, 1.60)
H (2.12, -0.92, 2.10)
H (5.51, -0.67, 0.54)
H (5.93, 0.54, -1.60)
H (4.03, 1.63, -2.74)
H (2.63, 3.16, -2.96)
H (0.64, 4.29, -3.89)
H (-1.60, 3.59, -3.16)
H (-3.31, 3.17, -2.27)
H (-5.43, 2.46, -1.26)
H (-5.44, 0.50, 0.28)
H (-4.33, -1.38, 1.17)
H (-2.82, -0.82, 1.91)
H (-2.78, -1.85, 0.46)
C (-1.09, -4.34, 1.41)
C (-0.75, -3.25, 2.36)
N (-0.48, -2.00, 2.06)
C (-0.24, -1.25, 3.20)
C (-0.30, -2.00, 4.40)
S (-0.69, -3.62, 4.07)
C (-0.01, 0.15, 3.14)
C (0.14, 0.94, 4.27)
S (0.36, 2.57, 3.81)
C (0.23, 2.13, 2.15)
N (0.04, 0.85, 1.94)
C (0.34, 3.20, 1.12)
H (-1.66, -3.98, 0.56)
H (-1.68, -5.11, 1.92)
H (-0.19, -4.82, 1.03)
H (-0.15, -1.65, 5.41)
H (0.14, 0.64, 5.30)
H (0.42, 4.18, 1.60)
H (-0.53, 3.21, 0.48)
H (1.23, 3.05, 0.52)
Cl (-1.54, -1.07, -2.71)
C (-1.14, -2.23, -4.02)
Cl (-1.21, -3.91, -3.49)
H (-0.14, -2.00, -4.36)
H (-1.88, -2.08, -4.79)
F (-0.06, -2.83, -0.72)
C (1.39, -2.51, -0.80)
F (1.30, -1.52, -1.88)
H (1.81, -3.38, -1.30)


Formula: C27H26F2IN4O5P
Source: the Open Molecules 2025 dataset
Level of theory: ωB97M-V/def2-TZVPD

Computed properties:
* SMILES: C=Cc1c(F)c(C)c2nc(F)c(C[C@@H](C)I)nc2c1P(C)O.O=[N+]([O-])c1ccccc1.O=[N+]([O-])c1ccccc1
* gap between HOMO and LUMO: 6.317 eV
* maximum force: 0.145 Eh/bohr
* total energy: -2477.655795 Eh
* 2S+1: 1
* net charge: 0

CARTESIAN COORDINATES (ANGSTROEM)
C (5.41, 4.33, 0.53)
C (5.47, 2.96, -0.09)
C (4.06, 2.44, -0.80)
C (3.74, 3.00, -2.31)
F (4.70, 3.93, -2.99)
C (2.34, 2.55, -3.03)
C (2.05, 3.18, -4.54)
C (1.21, 1.55, -2.31)
N (-0.03, 1.27, -3.11)
C (-0.93, 0.40, -2.28)
F (-2.26, 0.04, -2.89)
C (-0.63, -0.18, -0.79)
C (-1.76, -1.12, 0.00)
C (-2.44, -0.35, 1.29)
C (-2.02, 1.22, 1.45)
I (-4.65, -0.42, 1.10)
N (0.64, 0.12, -0.05)
C (1.57, 1.01, -0.82)
C (2.99, 1.44, -0.06)
P (3.46, 0.84, 1.73)
C (4.47, -0.82, 1.64)
O (1.99, 0.54, 2.68)
H (6.09, 5.22, 0.19)
H (4.69, 4.53, 1.46)
H (6.41, 2.27, -0.10)
H (1.18, 2.62, -5.10)
H (1.67, 4.30, -4.41)
H (3.06, 3.19, -5.16)
H (-2.61, -1.52, -0.70)
H (-1.17, -2.06, 0.42)
H (-2.08, -0.91, 2.27)
H (-2.63, 1.80, 2.28)
H (-0.89, 1.24, 1.82)
H (-2.08, 1.86, 0.47)
H (3.90, -1.66, 1.05)
H (4.75, -1.13, 2.75)
H (5.49, -0.52, 1.13)
H (1.86, -0.46, 2.80)
O (-8.99, 2.82, -5.07)
N (-7.76, 2.70, -4.96)
O (-6.93, 3.47, -5.48)
C (-7.25, 1.57, -4.18)
C (-8.15, 0.65, -3.62)
C (-7.66, -0.43, -2.89)
C (-6.28, -0.60, -2.73)
C (-5.39, 0.31, -3.29)
C (-5.87, 1.41, -4.02)
H (-9.23, 0.77, -3.73)
H (-8.35, -1.15, -2.46)
H (-5.90, -1.46, -2.17)
H (-4.32, 0.18, -3.16)
H (-5.16, 2.11, -4.44)
O (1.99, -2.15, 2.60)
N (2.30, -3.35, 2.66)
O (2.31, -4.12, 1.70)
C (2.67, -3.89, 3.98)
C (2.63, -3.06, 5.11)
C (2.96, -3.59, 6.36)
C (3.33, -4.93, 6.47)
C (3.38, -5.75, 5.35)
C (3.05, -5.23, 4.09)
H (2.35, -2.01, 5.03)
H (2.93, -2.95, 7.24)
H (3.59, -5.33, 7.45)
H (3.67, -6.79, 5.45)
H (3.08, -5.89, 3.22)


Formula: C27H26F6N5O4PS3TeY
Source: the Open Molecules 2025 dataset
Level of theory: ωB97M-V/def2-TZVPD

Computed properties:
* gap between HOMO and LUMO: 7.896 eV
* maximum force: 0.025 Eh/bohr
* total energy: -4060.632988 Eh
* 2S+1: 1
* net charge: +1

CARTESIAN COORDINATES (ANGSTROEM)
Y (0.14, -0.48, 0.74)
N (-1.21, 1.17, 2.53)
N (-2.57, 0.94, 2.79)
C (-3.32, 0.23, 1.95)
N (-4.59, 0.04, 2.30)
S (-2.75, -0.34, 0.46)
H (-0.69, 1.07, 3.40)
H (-1.07, 2.11, 2.18)
H (-2.97, 1.32, 3.64)
H (-4.93, 0.27, 3.22)
H (-5.15, -0.56, 1.72)
N (1.87, -0.92, -1.31)
C (2.02, 0.05, -2.38)
C (3.16, 0.04, -3.16)
C (3.30, 0.92, -4.22)
C (2.28, 1.82, -4.52)
C (1.14, 1.84, -3.72)
C (1.02, 0.98, -2.63)
P (-0.44, 1.03, -1.55)
C (-0.60, 2.77, -1.03)
C (0.45, 3.68, -1.13)
C (0.33, 4.95, -0.57)
C (-0.83, 5.33, 0.09)
C (-1.89, 4.43, 0.19)
C (-1.77, 3.15, -0.36)
C (-1.82, 0.73, -2.70)
C (-2.06, -0.59, -3.07)
C (-3.07, -0.89, -3.97)
C (-3.85, 0.13, -4.50)
C (-3.62, 1.45, -4.13)
C (-2.60, 1.75, -3.23)
H (2.78, -1.24, -1.02)
H (1.37, -1.72, -1.68)
H (3.95, -0.68, -2.95)
H (4.19, 0.89, -4.83)
H (2.37, 2.50, -5.36)
H (0.35, 2.54, -3.94)
H (1.36, 3.41, -1.63)
H (1.16, 5.65, -0.65)
H (-0.92, 6.32, 0.52)
H (-2.81, 4.72, 0.69)
H (-2.60, 2.46, -0.28)
H (-1.47, -1.40, -2.65)
H (-3.26, -1.92, -4.26)
H (-4.64, -0.10, -5.21)
H (-4.22, 2.24, -4.55)
H (-2.42, 2.78, -2.95)
F (-1.34, -5.04, 4.09)
C (-0.54, -4.00, 4.01)
F (-0.64, -3.26, 5.11)
F (0.71, -4.39, 3.84)
S (-1.07, -2.94, 2.61)
O (0.05, -1.99, 2.41)
O (-2.31, -2.37, 3.01)
N (-1.15, -3.97, 1.42)
S (-0.40, -3.78, 0.06)
O (-0.42, -2.38, -0.42)
O (-0.72, -4.79, -0.89)
C (1.42, -3.99, 0.38)
F (1.99, -4.30, -0.78)
F (1.65, -4.93, 1.27)
F (1.96, -2.83, 0.80)
Te (1.99, 1.63, 1.16)
C (2.91, 0.13, 2.35)
C (2.33, -0.31, 3.55)
C (2.92, -1.32, 4.30)
C (4.10, -1.90, 3.87)
C (4.69, -1.47, 2.68)
C (4.10, -0.46, 1.93)
H (1.42, 0.15, 3.91)
H (2.47, -1.64, 5.23)
H (4.57, -2.69, 4.45)
H (5.62, -1.92, 2.35)
H (4.57, -0.13, 1.01)


Question: The lowest total energy belongs to which entry?
Answer: C27H25NO8P2PdSSe


Question: Among the records above, which one has the highest net charge?
Answer: C27H26Cl2F2GdN5S2


Question: The highest maximum force belongs to which entry?
Answer: C27H26F2IN4O5P


Question: What is the maximum force in the seventh record?
Answer: 0.025 Eh/bohr